C26H21F3N5RuS2 as an isolated structure in a non-equilibrium geometry, computed with the ωB97M-V functional and the def2-TZVPD basis.

ORCA input file:
```
! wB97M-V def2-TZVPD RIJCOSX def2/J DEFGRID3
* xyz 1 5
Ru 0.005 0.933 0.455
S -0.138 0.931 2.732
C -0.578 -0.781 3.007
N -0.683 -1.210 4.269
N -1.369 -2.374 4.396
C -0.949 -3.592 3.930
C -1.917 -4.544 3.589
C -1.460 -5.689 2.956
C -0.093 -5.925 2.787
C 0.844 -5.031 3.339
C 0.445 -3.901 3.959
N -0.806 -1.556 1.938
N -0.542 -1.046 0.762
C -0.985 -1.875 -0.281
C -0.592 -1.732 -1.613
C -1.008 -2.605 -2.626
C -1.862 -3.658 -2.294
C -2.312 -3.785 -0.988
C -1.914 -2.912 -0.002
H -2.121 -2.302 5.058
H -2.970 -4.363 3.742
H -2.169 -6.419 2.568
H 0.279 -6.790 2.233
H 1.896 -5.307 3.226
H 1.088 -3.153 4.428
H 0.116 -0.957 -1.937
H -0.669 -2.473 -3.635
H -2.193 -4.348 -3.041
H -2.907 -4.630 -0.660
H -2.210 -3.002 1.026
F -3.306 4.218 -1.839
C -2.091 4.812 -2.253
F -1.683 5.662 -1.303
F -2.428 5.518 -3.373
C -1.070 3.766 -2.560
C -0.393 3.755 -3.787
C 0.244 2.633 -4.241
C 0.291 1.510 -3.376
N -0.232 1.518 -2.156
C -0.862 2.628 -1.737
S -1.526 2.459 -0.088
H -0.448 4.626 -4.397
H 0.667 2.613 -5.260
H 0.747 0.573 -3.705
C 2.058 1.238 0.333
C 2.585 2.578 0.017
C 3.194 2.877 -1.263
C 3.517 4.197 -1.577
C 3.240 5.254 -0.703
C 2.807 4.926 0.593
C 2.472 3.631 0.964
H 2.288 0.814 1.296
H 2.229 0.503 -0.478
H 3.271 2.105 -2.087
H 3.952 4.411 -2.566
H 3.406 6.245 -1.080
H 2.728 5.690 1.324
H 2.119 3.334 1.981
*
```

Computed properties:
<S²>: 6.062
F_max: 0.0447 hartree/bohr
Energy above the lowest of the compared OMol25 structures with the same formula, charge and spin: 0.00 kcal per mole